{
  "formula": "C2H7N4",
  "method": "ωB97M-V with the def2-TZVPD basis set",
  "elements": ["C", "C", "N", "N", "N", "N", "H", "H", "H", "H", "H", "H", "H"],
  "positions_angstrom": [[0.36, 0.33, 0.25], [-1.10, 0.61, -0.04], [0.87, -0.85, 0.72], [1.62, 0.78, -0.10], [2.14, -0.46, 0.24], [-1.54, -0.74, -0.35], [-1.51, 1.11, 0.89], [-1.29, 1.38, -0.87], [1.96, 1.61, -0.47], [2.94, -0.51, 0.83], [-2.42, -1.03, 0.03], [-0.57, -1.15, 0.16], [-1.46, -1.06, -1.29]],
  "gap_ev": [6.6, 7.0],
  "s_squared": 2.007,
  "spin_multiplicity": 3,
  "total_charge": 1,
  "e_lumo_ev": [-3.2571, -6.8128]
}



{
  "formula": "C2H7N4O",
  "method": "ωB97M-V with the def2-TZVPD basis set",
  "elements": ["C", "C", "N", "N", "N", "N", "O", "H", "H", "H", "H", "H", "H", "H"],
  "positions_angstrom": [[-0.07, -0.49, 0.12], [-0.99, 0.65, 1.71], [0.24, 0.34, -0.70], [-0.01, -1.71, 0.59], [-1.18, 1.79, 1.17], [1.26, -0.13, -2.07], [-1.11, -0.05, 2.63], [-0.44, -1.91, 1.48], [0.44, -2.47, 0.11], [-0.86, 1.96, 0.22], [-1.61, 2.56, 1.69], [0.72, -0.62, -2.78], [1.58, 0.77, -2.41], [2.05, -0.69, -1.76]],
  "gap_ev": 9.0,
  "spin_multiplicity": 1,
  "total_charge": 1,
  "e_lumo_ev": -4.2242
}



Asked for ΔE to the lowest compared entry with this formula, charge and spin across the records above, the calculation gives 4.5591; 2.8499 eV in order.